# C2H2FO3P

A gas-phase ion, C2H2FO3P (charge -2) at a distorted geometry (ωB97M-V with the def2-TZVPD basis set, the OMol25 dataset).

The value obtained for the gap between HOMO and LUMO is 6.570 eV. The charge is -2. The calculation puts the highest occupied orbital energy at 0.70 eV. The value obtained for the electronic energy is -20255.005 eV.

Each line ends with the Mulliken charge.
Positions of all 9 atoms, in Å:
C 0.757 -1.119 0.653  -0.64
C 0.664 -0.094 -0.223  0.10
F 1.704 -0.309 -1.239  -0.34
P -0.932 1.068 -0.297  0.76
O -0.923 1.523 -1.750  -0.80
O -0.837 2.261 0.696  -0.83
O -1.819 -0.049 0.112  -0.73
H -0.022 -1.261 1.464  0.23
H 1.408 -2.020 0.584  0.25

# C2H2FO3P

A gas-phase ion, C2H2FO3P (charge -2) at a distorted geometry (ωB97M-V with the def2-TZVPD basis set, the OMol25 dataset).

The value obtained for the gap between HOMO and LUMO is 6.270 eV. The charge is -2. The calculation puts the highest occupied orbital energy at 0.88 eV. The value obtained for the electronic energy is -20255.097 eV.

Each line ends with the Mulliken charge.
Positions of all 9 atoms, in Å:
C -0.677 -0.958 0.992  -0.85
C -0.529 0.324 0.497  0.19
F -1.606 1.172 0.680  -0.30
P 0.804 0.593 -0.958  0.79
O 1.572 -0.722 -0.740  -0.82
O 1.612 1.901 -0.645  -0.85
O 0.051 0.616 -2.248  -0.77
H 0.135 -1.713 0.679  0.23
H -1.362 -1.213 1.743  0.37

# C2H2FO3S

A gas-phase ion, C2H2FO3S (charge -1) at a distorted geometry (ωB97M-V with the def2-TZVPD basis set, the OMol25 dataset).

The value obtained for the gap between HOMO and LUMO is 7.761 eV. The charge is -1. The calculation puts the highest occupied orbital energy at -3.80 eV. The value obtained for the electronic energy is -21802.224 eV.

Each line ends with the Mulliken charge.
Positions of all 9 atoms, in Å:
C -1.430 -1.092 0.069  0.53
C -0.045 -1.816 0.707  -0.73
O 2.175 -0.264 0.917  -0.62
O -1.750 0.025 0.365  -0.48
O 2.465 -2.489 0.195  -0.55
F -2.083 -1.802 -0.922  -0.25
S 1.789 -1.280 -0.102  0.52
H -0.010 -2.953 0.476  0.27
H 0.007 -1.633 1.768  0.31

# C2H2FO3S

2 unconnected molecules or ions with the total composition C2H2FO3S at a distorted geometry (ωB97M-V with the def2-TZVPD basis set, the OMol25 dataset).

The value obtained for the gap between HOMO and LUMO (alpha / beta) is 7.080 / 6.553 eV. The charge is -1. The calculation puts the highest occupied orbital energy (alpha / beta) at -4.23 / -3.85 eV. The value obtained for the electronic energy is -21799.191 eV.

Each line ends with the Mulliken charge.
Positions of all 9 atoms, in Å:
C 1.467 1.284 -1.601  0.12
C 0.284 0.451 0.549  -0.61
O -0.857 2.289 2.325  -0.58
O 0.990 1.978 -2.445  -0.42
O -2.323 0.482 1.113  -0.59
F 2.812 1.179 -1.562  -0.18
S -0.986 0.894 1.738  0.61
H 1.252 0.877 0.671  0.39
H 0.241 -0.628 0.455  0.26